Entry 1:
92
Properties=species:S:1:pos:R:3:forces:R:3:mulliken_charge:R:1 method="wB97M-V/def2-TZVPD" smiles="NC(N)=O.CCO.CCO.CCO.CCO.CCO.CCO.CO.CO.CO.CO.CO" homo_energy_ev=-8.03 multiplicity=1 energy_ha=-1733.94097 gap_ev=8.090 e_lumo_ev=0.061 molar_mass_g_mol=496.68
N 22.3017 -0.1451 6.8746 -2.55 3.76 0.11 -0.26
C 22.9462 -1.2678 6.8461 2.77 -1.94 -8.54 0.48
N 23.2905 -1.7638 7.9702 2.13 -3.75 3.88 0.33
O 23.4094 -1.7943 5.6273 -2.37 2.11 5.49 -0.78
H 21.9745 0.3038 5.9818 0.70 -0.97 1.63 0.27
H 22.1541 0.3657 7.8046 -0.14 -0.89 -2.45 0.21
H 23.8381 -2.6646 7.9546 -1.46 1.58 -0.13 0.05
H 22.8753 -1.5977 8.8900 0.05 0.24 -0.77 -0.19
C 21.6964 -5.1762 12.9659 -1.29 0.16 -0.43 0.51
C 22.3312 -6.1946 11.9771 -0.67 1.26 0.45 -0.95
O 23.0756 -5.5630 10.9265 -0.66 0.02 -0.89 -0.54
H 20.8619 -5.6343 13.5548 0.71 -0.02 -0.58 0.46
H 21.1952 -4.2927 12.4615 0.87 -0.99 0.33 -0.51
H 22.3994 -4.8169 13.7230 0.11 0.00 -0.46 -0.51
H 21.6488 -6.9536 11.6070 -0.46 0.30 -0.29 0.43
H 23.0974 -6.6967 12.4499 1.20 -1.53 1.86 0.53
H 23.2433 -6.2628 10.2729 -0.06 0.51 0.16 0.22
C 26.3273 -0.8712 10.7697 0.42 0.22 1.54 0.47
C 26.6632 0.0770 11.9445 2.03 -0.25 -1.87 -1.42
O 25.7024 0.1872 12.9209 -1.53 0.88 0.58 -0.33
H 27.1317 -0.8304 10.0087 -0.41 -0.20 0.55 0.58
H 25.3776 -0.6197 10.3110 -0.12 -0.16 -0.07 -0.26
H 26.2866 -1.8450 11.2981 -0.20 0.00 -1.09 -0.32
H 27.0597 1.0141 11.6240 -0.54 1.30 -0.75 0.63
H 27.5765 -0.2573 12.4045 0.74 -0.93 0.30 0.59
H 25.8503 1.0502 13.3348 -0.32 -0.44 0.17 0.21
C 22.7730 0.5363 10.5147 -0.17 1.15 -0.35 0.15
C 23.2090 1.5035 9.3869 -0.17 -0.75 1.25 -0.86
O 22.0377 1.8681 8.6821 0.00 0.11 -0.18 -0.59
H 22.0449 0.9938 11.1613 -0.08 0.83 0.43 0.52
H 23.6436 0.3008 11.1028 0.11 -0.54 0.25 0.01
H 22.1656 -0.3283 10.2188 0.84 -0.10 -0.51 -0.50
H 24.0107 1.0364 8.8129 -0.36 -0.39 -0.74 0.34
H 23.6686 2.4392 9.6785 0.16 0.10 1.08 0.56
H 22.3054 2.6286 8.1697 -0.36 0.31 -0.52 0.31
C 18.5854 -2.8034 11.8347 2.10 -0.55 -1.16 -1.32
C 19.7322 -1.7634 11.9216 -1.67 0.55 -1.22 0.81
O 19.1421 -0.4774 12.0736 -0.03 0.78 0.59 -0.60
H 19.0738 -3.7683 11.8770 -0.06 -0.57 0.15 0.21
H 18.1063 -2.8086 10.8699 -0.19 0.34 -0.54 0.39
H 17.8205 -2.7914 12.5660 -0.41 0.53 1.11 0.40
H 20.3402 -1.6491 10.9878 -0.22 -1.11 0.76 -0.23
H 20.3544 -1.9573 12.7829 0.26 0.13 0.20 0.02
H 18.5079 -0.3426 11.3586 0.20 -0.10 0.11 0.33
C 25.8176 -3.4018 6.7561 0.63 1.46 -0.72 -1.21
C 25.6608 -3.8249 8.1918 0.95 1.38 -1.26 -0.39
O 24.3547 -4.1610 8.5115 -1.08 -1.62 0.92 -0.44
H 26.7130 -3.8187 6.3311 0.70 -0.02 -0.09 0.40
H 25.7878 -2.3067 6.5140 -0.04 -0.96 0.53 0.30
H 25.0440 -3.8139 6.1773 -1.27 -0.50 -0.82 0.35
H 25.8620 -2.9987 8.8202 0.66 0.74 0.91 -0.12
H 26.3962 -4.5692 8.3156 0.45 -1.29 1.01 0.70
H 24.2053 -5.0915 8.3320 -0.15 0.01 -0.34 0.21
C 28.3125 -3.5477 14.9559 0.49 -1.53 -0.58 -1.41
C 27.8249 -2.7351 13.7862 1.13 -1.15 -0.27 0.44
O 26.8951 -1.8602 14.2669 -1.05 0.65 0.71 -0.61
H 29.3628 -3.8224 14.8376 0.09 0.33 0.26 0.38
H 27.8235 -4.5164 15.0277 -0.40 -0.12 -0.09 0.27
H 28.1076 -3.0653 15.8880 0.21 0.61 0.48 0.36
H 27.4060 -3.3564 12.9815 0.07 -0.17 0.09 -0.13
H 28.6594 -2.1996 13.3366 0.36 0.18 -0.12 0.39
H 26.6346 -1.3558 13.5100 -0.89 0.77 0.02 0.16
C 25.8937 -5.5740 12.3583 -1.17 0.55 1.85 -0.39
O 25.8181 -5.0099 11.1106 0.96 0.46 -1.70 -0.50
H 25.4390 -4.8267 13.0674 -0.22 -1.09 -0.03 -0.10
H 26.9046 -5.6062 12.7667 0.23 -0.52 -0.69 0.35
H 25.3729 -6.5602 12.3668 0.53 0.51 0.51 0.26
H 24.8999 -5.0083 10.8184 -0.04 0.13 0.17 0.42
C 22.1429 0.3444 14.0233 0.59 0.54 -0.83 0.07
O 21.7919 -0.4764 15.1178 -0.60 0.13 -0.66 -0.55
H 21.5601 0.0095 13.1381 0.66 0.10 0.55 -0.34
H 23.2609 0.3433 13.8486 -1.15 -0.36 -0.16 0.01
H 21.8920 1.4111 14.1625 -0.20 -0.28 0.23 0.47
H 22.4448 -0.3057 15.7791 0.55 -0.19 0.86 0.32
C 23.5346 -2.4201 12.4189 1.03 0.76 -0.28 1.31
O 22.9479 -2.6614 11.1701 0.13 1.18 -0.29 1.66
H 23.8963 -1.4043 12.4159 -0.03 0.32 0.30 -0.53
H 24.3983 -3.0453 12.6651 -0.01 -0.18 -0.43 -1.14
H 22.8146 -2.5636 13.1714 -0.93 0.09 1.34 0.08
H 23.0139 -3.5859 11.0926 -0.20 -2.00 -0.97 -0.97
C 20.6126 -4.9328 9.3436 -1.67 0.07 0.90 -0.24
O 19.5638 -4.5673 8.4794 0.30 1.00 -0.70 -0.55
H 21.4380 -4.2785 9.1547 0.49 0.18 -0.03 -0.10
H 20.8253 -5.9660 9.2279 0.85 -1.10 -0.45 0.48
H 20.2629 -4.8750 10.3879 0.40 0.44 -0.08 0.11
H 18.8087 -5.1314 8.5706 -0.42 -0.53 0.24 0.30
C 24.2165 -3.7102 15.6331 -1.30 -0.65 -1.86 -0.36
O 23.3082 -2.7211 16.0592 0.44 0.35 0.18 -0.56
H 23.6100 -4.5817 15.4081 0.16 -0.85 0.47 0.29
H 24.9476 -3.9400 16.3547 0.82 -0.03 0.94 0.44
H 24.6691 -3.5500 14.6418 0.30 0.76 0.54 -0.09
H 22.4991 -2.9051 15.5805 -0.28 0.49 0.02 0.32

Entry 2:
88
Properties=species:S:1:pos:R:3:forces:R:3:mulliken_charge:R:1 method="wB97M-V/def2-TZVPD" homo_energy_ev=-7.53 multiplicity=1 energy_ha=-3786.75051 gap_ev=4.481 e_lumo_ev=-3.046 molar_mass_g_mol=703.17
Mg 21.8534 14.4349 -17.3670 0.91 0.31 1.86 0.70
O 23.8374 13.5045 -15.0421 0.45 1.58 3.21 -0.54
C 23.9270 14.0817 -13.7062 -0.99 -2.93 -3.29 -0.26
C 23.2735 15.5520 -13.5593 -3.01 2.39 -1.89 -0.23
O 22.3147 15.9199 -14.5159 1.52 -0.72 0.22 -0.54
H 24.9223 14.0093 -13.2678 0.44 0.81 -0.53 0.28
H 23.3255 13.4661 -13.0374 -0.60 -0.03 -0.06 0.19
H 24.0537 16.3111 -13.5033 0.72 -0.18 -0.55 0.20
H 22.6465 15.7220 -12.6841 0.56 -1.21 1.06 0.22
C 20.5880 9.2795 -8.6365 0.48 -0.41 0.36 -1.43
C 21.0268 8.9551 -7.2048 -1.15 -1.01 -2.55 0.38
C 21.3154 7.4535 -6.9144 -0.12 1.61 0.11 -0.31
O 22.6682 7.4815 -6.4456 -0.32 -0.32 -0.20 -0.34
C 23.1758 8.7235 -6.5695 1.42 0.22 2.66 0.67
O 24.2514 9.0377 -6.1014 -1.70 -0.30 -1.64 -0.55
O 22.2315 9.5561 -7.0332 2.50 1.74 0.68 -0.35
H 19.6992 8.6686 -8.7940 -0.42 0.77 -0.54 0.38
H 21.3288 9.0459 -9.4012 0.24 -0.74 0.27 0.32
H 20.5775 10.3649 -8.7353 -1.12 0.02 0.10 0.37
H 20.2459 9.3584 -6.5600 0.29 0.06 0.46 0.26
H 21.2947 6.8263 -7.8057 -0.50 -0.16 0.33 0.31
H 20.5980 7.3086 -6.1066 0.40 -1.48 -0.05 0.28
C 24.2449 16.6824 -5.9389 0.32 0.96 -0.88 -1.33
C 24.0251 18.1719 -6.4685 -0.28 -5.44 1.42 0.43
C 22.5906 18.4245 -6.7704 0.09 -6.61 -3.21 -0.50
O 22.5336 19.6722 -6.6290 -0.81 10.41 3.18 -0.29
C 23.4388 20.1148 -5.6745 0.75 -0.88 0.51 0.60
O 23.6165 21.1833 -5.2064 -0.82 0.09 -0.48 -0.48
O 24.2113 19.0092 -5.3498 0.10 1.60 -1.14 -0.35
H 24.0717 15.9514 -6.7287 -0.14 0.11 -0.18 0.38
H 23.5717 16.4410 -5.1163 -0.06 0.33 -0.03 0.35
H 25.2638 16.4969 -5.5992 0.03 0.30 0.02 0.34
H 24.5083 18.3424 -7.4306 1.17 0.66 0.61 0.27
H 21.8509 17.8208 -6.2445 -0.06 0.00 0.43 0.31
H 22.4333 18.3725 -7.8477 -0.28 -1.54 -0.26 0.28
C 22.0405 6.8739 -15.6455 0.24 -0.46 1.89 -1.22
C 23.2550 6.3071 -14.8720 0.78 1.01 -0.32 0.25
C 24.0664 7.3724 -14.0839 0.11 -1.69 -1.59 -0.47
O 24.5035 6.5370 -12.9950 1.53 2.45 0.60 -0.32
C 23.6406 5.5526 -12.8095 2.75 -1.88 7.17 0.75
O 23.6022 4.8259 -11.8012 0.36 1.87 -2.40 -0.65
O 22.8872 5.4710 -13.7645 -5.85 -1.33 -5.34 -0.32
H 21.6662 7.6023 -14.9261 -0.52 0.14 -0.16 0.31
H 21.2918 6.0842 -15.7077 0.01 0.12 -0.49 0.32
H 22.2003 7.4274 -16.5708 0.44 -0.54 -0.01 0.35
H 23.9523 5.6672 -15.4128 -0.15 0.23 -0.60 0.36
H 23.4336 8.2341 -13.8713 0.20 -0.07 0.83 0.33
H 24.9202 7.6661 -14.6945 0.10 0.20 0.43 0.30
C 29.0007 20.0238 -12.9862 -0.73 -1.06 0.69 -0.98
S 30.4160 20.8460 -12.0683 -1.92 0.91 -1.69 0.51
O 31.0262 21.6048 -13.1947 0.85 -0.04 0.39 -0.61
C 29.3525 22.1152 -11.1706 0.73 -0.69 0.40 -0.80
H 28.5989 20.5785 -13.8341 0.31 0.75 0.43 0.33
H 28.1966 19.7159 -12.3178 -0.25 0.71 0.42 0.32
H 29.1527 19.0309 -13.4095 1.37 0.00 -0.02 0.36
H 29.2801 23.0629 -11.7043 -0.42 -0.55 -0.76 0.29
H 29.8501 22.4414 -10.2573 0.20 -0.56 0.20 0.31
H 28.4343 21.5854 -10.9171 -0.16 0.53 -0.07 0.27
C 26.8772 17.7944 -19.8265 -0.32 0.61 -0.33 -0.87
S 25.1517 17.9330 -20.5829 -0.91 -0.18 1.70 0.47
O 24.0819 17.2288 -19.7325 1.81 0.82 -1.00 -0.60
C 24.9583 19.7283 -20.1809 0.33 -0.51 0.52 -0.97
H 27.1189 16.8230 -19.3953 -0.53 0.06 0.01 0.33
H 27.0352 18.6183 -19.1306 -0.24 -0.32 0.36 0.28
H 27.6012 17.9826 -20.6193 -0.21 -0.13 -0.36 0.33
H 23.9329 20.0444 -20.3723 0.23 -0.09 -0.63 0.32
H 25.7524 20.2858 -20.6775 -0.35 0.10 -0.40 0.37
H 25.0973 19.9030 -19.1140 0.10 -0.45 0.15 0.33
C 16.7789 20.2470 -14.2004 -0.50 -0.13 1.43 -0.86
S 16.5411 21.0787 -12.5342 -3.67 -0.76 -0.82 0.48
O 15.0401 21.5209 -12.5983 2.99 -0.52 0.37 -0.62
C 16.5249 19.5506 -11.4996 0.14 -0.95 0.41 -0.90
H 16.5949 21.0218 -14.9447 0.83 0.02 0.06 0.31
H 16.0006 19.5050 -14.3786 -0.20 0.02 0.50 0.29
H 17.7222 19.7081 -14.1119 0.27 0.49 -0.71 0.34
H 17.2403 18.7814 -11.7905 0.38 0.34 -0.47 0.31
H 15.5791 19.0091 -11.4828 -0.43 0.58 -0.68 0.33
H 16.7181 19.6798 -10.4346 0.20 0.90 -0.10 0.33
C 16.7996 12.7849 -13.7152 0.21 -1.74 -0.18 -0.88
S 16.6400 12.5622 -15.5452 1.75 -0.89 -0.82 0.45
O 18.0915 12.4871 -16.1346 -2.95 -0.18 1.44 -0.60
C 15.9074 10.7992 -15.6501 1.51 -0.41 0.53 -0.98
H 15.8625 13.1085 -13.2621 0.26 0.84 -0.31 0.34
H 17.7438 13.2993 -13.5363 -0.53 0.75 -0.14 0.35
H 16.9660 11.8310 -13.2146 0.10 -0.43 -0.35 0.28
H 15.0470 10.4762 -15.0639 -0.59 1.09 -0.27 0.39
H 16.6276 10.0937 -15.2357 0.76 0.38 0.12 0.32
H 15.8730 10.4786 -16.6913 -0.44 0.62 -0.08 0.32

Entry 3:
103
Properties=species:S:1:pos:R:3:forces:R:3:mulliken_charge:R:1 method="wB97M-V/def2-TZVPD" smiles=SCCCc1cc(Cl)cc2nsnc12.c1cc[nH]c1.c1cc[nH]c1.c1cc[nH]c1.c1cc[nH]c1.c1cc[nH]c1.c1cc[nH]c1.c1cc[nH]c1.c1cc[nH]c1 homo_energy_ev=-7.94 multiplicity=1 energy_ha=-3395.36814 gap_ev=5.720 e_lumo_ev=-2.222 molar_mass_g_mol=781.50
S -0.9113 -2.0622 -3.9435 0.09 -0.50 1.00 -0.29
C 0.9101 -2.5146 -3.5865 0.07 -1.07 -0.07 -0.44
C 1.8571 -1.5553 -4.5196 -0.77 0.71 -0.21 -0.54
C 2.7816 -0.4788 -3.6986 1.19 -0.16 -0.42 0.24
C 3.6830 -1.1162 -2.4865 2.04 -1.57 1.75 0.17
C 4.8593 -2.2475 -2.6742 -2.25 2.87 3.22 -0.46
C 5.7136 -2.7579 -1.3436 -2.28 2.56 2.05 0.10
Cl 7.0605 -4.0133 -1.6760 -2.19 2.02 0.62 -0.21
C 5.4466 -2.2092 0.1915 -1.26 0.43 -4.45 -0.60
C 4.2428 -1.0603 0.3449 -1.33 1.36 0.21 0.40
N 3.7891 -0.3637 1.6290 -0.36 -0.87 -5.73 -0.40
S 2.4905 0.7732 1.1899 3.08 -3.40 -3.29 0.25
N 2.3554 0.5698 -0.5723 4.31 -4.12 1.39 -0.36
C 3.3756 -0.5137 -0.9570 0.17 0.41 1.58 0.10
H -1.6918 -2.6538 -2.9030 1.49 0.54 -1.10 0.16
H 1.0047 -3.6467 -3.9517 0.06 2.56 1.14 0.29
H 1.0556 -2.3901 -2.4320 0.09 -0.32 -2.35 0.34
H 1.1122 -0.9079 -5.1910 1.70 -1.33 1.32 0.25
H 2.5113 -2.1705 -5.2726 -1.24 1.01 1.67 0.29
H 2.1570 0.4288 -3.2986 1.21 -2.03 -0.53 -0.41
H 3.5568 -0.0292 -4.4872 -1.70 -0.91 1.72 0.38
H 5.0948 -2.6458 -3.7524 -0.43 0.84 2.49 0.33
H 6.0913 -2.5818 1.0985 -1.51 0.86 -2.10 0.33
C 0.8557 3.6129 -6.1512 0.06 -0.41 -0.06 -0.62
C 0.7579 4.7549 -5.3209 0.00 0.14 0.37 -0.52
C 0.8389 4.3221 -4.0163 -0.05 0.06 0.01 -0.46
N 0.9772 2.9585 -4.0303 0.06 0.03 0.00 0.25
C 0.9940 2.5177 -5.3280 -0.02 0.01 -0.08 -0.31
H 0.8293 3.5916 -7.2330 0.00 -0.02 0.19 0.40
H 0.6417 5.7825 -5.6403 0.02 -0.18 0.07 0.39
H 0.8086 4.8660 -3.0817 -0.01 -0.08 -0.18 0.43
H 1.0556 2.3698 -3.2111 -0.07 0.27 -0.24 0.11
H 1.1011 1.4653 -5.5538 -0.03 0.18 -0.02 0.30
C 3.8258 -5.5250 -7.9793 -0.16 -0.25 0.28 -0.31
C 4.7185 -4.4464 -8.1866 0.25 0.28 0.15 -0.47
C 5.2238 -4.0895 -6.9565 0.01 0.12 -0.09 -0.41
N 4.6637 -4.9118 -6.0138 -0.01 0.01 0.06 0.06
C 3.8141 -5.7940 -6.6288 -0.12 -0.05 -0.05 -0.58
H 3.2541 -6.0498 -8.7337 0.10 0.08 0.15 0.40
H 4.9665 -3.9806 -9.1316 -0.03 -0.08 0.18 0.40
H 5.9312 -3.3220 -6.6720 -0.09 -0.12 -0.09 0.37
H 4.8492 -4.8741 -5.0199 -0.04 -0.10 -0.38 0.18
H 3.2741 -6.5347 -6.0543 0.08 0.12 -0.13 0.38
C 3.9231 2.5515 6.7080 -0.03 0.41 -0.04 -0.39
C 3.8805 1.2950 6.0578 -0.07 -0.22 -0.34 -0.67
C 3.5684 1.5267 4.7369 -0.07 -0.10 0.01 -0.16
N 3.4164 2.8784 4.5683 0.01 0.02 -0.02 0.08
C 3.6363 3.5119 5.7637 -0.02 0.05 0.11 -0.52
H 4.1407 2.7360 7.7519 -0.04 -0.02 -0.19 0.41
H 4.0590 0.3256 6.5049 -0.03 0.17 -0.10 0.40
H 3.4405 0.8470 3.9050 0.11 0.05 0.21 0.30
H 3.1801 3.3367 3.6979 0.12 -0.17 0.35 0.20
H 3.5684 4.5888 5.8402 0.02 -0.19 0.02 0.40
C -4.4799 2.0164 -5.4050 -0.29 -0.27 0.07 -0.78
C -3.0902 2.2851 -5.4083 0.38 -0.09 0.06 -0.24
C -2.4504 1.1431 -4.9812 0.11 0.08 0.02 -0.18
N -3.4055 0.1965 -4.7158 -0.09 0.05 -0.02 0.21
C -4.6457 0.7183 -4.9766 -0.14 0.04 0.00 -0.33
H -5.2739 2.6960 -5.6861 0.12 -0.13 0.04 0.40
H -2.6082 3.2116 -5.6924 -0.02 -0.17 0.05 0.47
H -1.4000 0.9241 -4.8425 -0.21 0.08 -0.02 0.11
H -3.2234 -0.7406 -4.3808 -0.02 0.39 -0.20 0.09
H -5.5378 0.1233 -4.8339 0.12 0.14 -0.01 0.26
C -0.9706 1.4658 2.2626 -0.22 0.06 0.33 -0.08
C -0.8703 1.3309 0.8572 -0.19 0.02 -0.35 0.26
C -2.1396 1.4644 0.3405 0.02 -0.03 -0.03 -1.12
N -3.0027 1.6703 1.3851 0.08 0.00 0.01 0.09
C -2.2981 1.6782 2.5607 0.02 -0.04 0.06 -0.43
H -0.1616 1.4148 2.9797 -0.10 0.03 -0.06 0.50
H 0.0308 1.1559 0.2838 -0.31 0.02 0.00 0.08
H -2.5017 1.4292 -0.6784 0.10 0.01 0.15 0.54
H -4.0030 1.7975 1.3015 0.39 -0.03 0.02 0.20
H -2.8004 1.8323 3.5062 0.08 0.01 -0.19 0.03
C -3.8973 1.0769 7.5746 -0.10 0.37 -0.27 -0.55
C -3.1843 -0.0600 8.0244 0.29 -0.21 -0.04 -0.63
C -2.2699 -0.3842 7.0474 0.08 -0.03 -0.08 -0.59
N -2.4095 0.5142 6.0217 0.01 -0.07 0.18 0.16
C -3.3958 1.4123 6.3368 -0.07 -0.02 0.04 -0.36
H -4.6901 1.5958 8.0976 0.14 -0.08 -0.10 0.37
H -3.3225 -0.5852 8.9607 -0.04 -0.01 -0.17 0.72
H -1.5348 -1.1761 6.9937 -0.14 0.13 0.04 0.37
H -1.8686 0.5149 5.1667 -0.16 -0.04 0.28 0.13
H -3.6566 2.2101 5.6543 0.01 -0.11 0.18 0.35
C -6.8889 -2.2444 -3.7854 -0.34 -0.17 -0.15 -0.31
C -6.2059 -1.7200 -2.6622 -0.02 0.06 0.41 -0.07
C -7.0883 -1.7270 -1.6051 0.07 0.06 0.03 -0.81
N -8.2810 -2.2329 -2.0524 0.06 -0.03 -0.02 0.03
C -8.1673 -2.5563 -3.3794 0.00 0.02 -0.09 -0.61
H -6.4909 -2.3811 -4.7826 -0.09 0.00 0.15 0.41
H -5.1806 -1.3749 -2.6279 -0.18 -0.02 0.05 0.38
H -6.9701 -1.4150 -0.5760 0.01 -0.05 -0.19 0.37
H -9.1144 -2.3501 -1.4908 0.34 0.04 -0.23 0.20
H -9.0039 -2.9780 -3.9202 0.17 0.08 0.06 0.39
C 0.4880 1.2703 12.1539 -0.24 -0.25 0.18 -0.44
C 0.9238 2.1096 11.1009 -0.04 0.15 -0.34 -0.59
C 0.0467 1.9421 10.0527 0.00 -0.02 -0.03 -0.28
N -0.9001 1.0277 10.4347 0.07 0.07 0.13 0.12
C -0.6423 0.6166 11.7165 0.05 -0.01 0.00 -0.52
H 0.9481 1.1560 13.1268 -0.09 0.01 -0.16 0.38
H 1.7843 2.7661 11.1068 -0.15 -0.11 -0.02 0.38
H 0.0162 2.3932 9.0698 0.03 -0.08 0.17 0.39
H -1.6692 0.7071 9.8607 0.26 0.15 0.06 0.23
H -1.2826 -0.1051 12.2058 0.13 0.12 -0.05 0.33